# 1
A cluster of 6 separate species, C31H43F3NO7PS in total. Source: OMol25; level of theory: the ωB97M-V functional and the def2-TZVPD basis.

Highest occupied orbital energy ... -7.2 eV
SMILES ... OP(O)N1c2ccccc2Sc2c(CCC(F)=C(F)F)cccc21.CC(C)=O.CC(C)=O.CC(C)=O.CC(C)=O.CC(C)=O
M ... 661.7 g/mol
Lowest unoccupied orbital energy ... -0.0557 hartree
Kohn-Sham gap ... 0.210 Eh

Structure (XYZ):
```
87
Properties=species:S:1:pos:R:3:lowdin_charge:R:1
O -1.55890 1.79991 0.26151 -0.359
P -3.00156 1.10859 -0.43057 0.936
O -3.30639 1.66021 -2.05403 -0.332
N -2.98855 -0.69370 -0.34879 -0.269
C -1.57107 -1.20646 -0.21370 -0.203
C -0.89818 -1.84919 -1.60293 0.022
C 0.66013 -2.41986 -1.67084 -0.050
C 1.53534 -2.32279 -0.27591 -0.037
C 0.87150 -1.72843 1.13923 -0.046
C -0.67082 -1.17370 1.17714 -0.369
S -1.52888 -0.47795 2.73563 0.814
C -3.35345 -0.95748 2.43137 -0.309
C -4.34857 -1.28543 3.69256 -0.145
C -3.96233 -1.20733 5.28410 -0.189
C -2.75328 -2.20881 5.75713 -0.125
C -1.38667 -1.35657 6.16677 -0.058
F -1.27684 0.13983 5.98895 -0.096
C -0.16469 -2.00721 6.78819 -0.031
F -0.00659 -1.89095 8.26358 -0.027
F 0.82602 -2.67944 5.91268 -0.013
C -5.90820 -1.73527 3.28955 -0.028
C -6.44557 -1.83973 1.73998 -0.072
C -5.42706 -1.46712 0.50997 0.002
C -3.85155 -1.02250 0.84939 -0.224
H -1.67186 2.02507 1.23776 0.047
H -3.19054 2.66975 -2.04704 0.051
H -1.50541 -1.91351 -2.62849 0.063
H 1.05078 -2.85358 -2.69317 0.081
H 2.65466 -2.71002 -0.33431 0.061
H 1.54654 -1.69137 2.09703 0.076
H -4.93535 -1.56005 5.87903 0.118
H -3.79910 -0.07182 5.60037 0.132
H -2.55567 -3.08044 5.00162 0.139
H -3.11759 -2.73146 6.76666 0.128
H -6.62622 -2.00010 4.18742 0.083
H -7.54019 -2.16842 1.44890 0.084
H -5.76164 -1.50596 -0.62040 0.096
C -2.52870 -1.15245 -6.69322 -0.023
C -1.42383 -1.40893 -5.70351 -0.466
C -0.00964 -1.18837 -6.16997 -0.019
O -1.66722 -1.78422 -4.55782 0.024
H -3.49498 -1.35258 -6.21821 0.086
H -2.50594 -0.10763 -7.01301 0.088
H -2.41787 -1.81653 -7.55404 0.086
H 0.12540 -0.14515 -6.46641 0.088
H 0.21337 -1.85405 -7.00745 0.087
H 0.68177 -1.41224 -5.35055 0.080
C 4.98390 -2.49209 1.87572 -0.029
C 5.41705 -2.05492 0.50193 -0.475
C 6.82938 -1.55797 0.34523 -0.014
O 4.64665 -2.10197 -0.45566 0.023
H 3.94157 -2.82605 1.83835 0.074
H 5.60594 -3.32457 2.21406 0.087
H 5.05784 -1.65374 2.57285 0.067
H 7.53366 -2.34882 0.61533 0.087
H 6.98549 -0.67803 0.97417 0.088
H 7.00140 -1.27715 -0.69936 0.072
C 6.68110 2.25968 -3.93533 -0.030
C 7.09471 0.84956 -3.60892 -0.493
C 6.38489 -0.26584 -4.32879 -0.027
O 7.97862 0.61769 -2.78573 0.042
H 7.27787 2.95962 -3.34093 0.084
H 6.85661 2.46255 -4.99480 0.085
H 5.62594 2.40355 -3.68989 0.086
H 6.54723 -0.17553 -5.40578 0.084
H 5.31657 -0.23444 -4.10086 0.088
H 6.78676 -1.22786 -3.99319 0.085
C -6.66759 5.52174 -2.55646 -0.027
C -5.58801 4.85336 -1.74786 -0.487
C -6.00885 4.11301 -0.50651 -0.026
O -4.40753 4.90997 -2.08836 0.037
H -6.21752 6.01717 -3.42327 0.084
H -7.38162 4.77477 -2.91229 0.087
H -7.17535 6.27426 -1.94804 0.086
H -6.69350 3.30324 -0.77098 0.091
H -6.48725 4.80279 0.19318 0.086
H -5.12518 3.68147 -0.02431 0.064
C 3.74941 2.48234 1.80852 -0.019
C 3.61920 1.32655 2.76416 -0.472
C 3.48969 1.64875 4.22894 -0.020
O 3.61862 0.16371 2.36356 0.034
H 3.83449 2.09976 0.78590 0.087
H 2.86272 3.11816 1.87141 0.088
H 4.64821 3.05830 2.04244 0.086
H 2.59142 2.24738 4.39971 0.088
H 4.37692 2.18755 4.57064 0.086
H 3.40393 0.71750 4.79908 0.085
```

***

# 2
A structure of composition C20H26Be2KN6O12S3. Source: OMol25; level of theory: the ωB97M-V functional and the def2-TZVPD basis.

Highest occupied orbital energy ... -6.0 eV
M ... 695.8 g/mol
Lowest unoccupied orbital energy ... 0.0187 hartree
Kohn-Sham gap ... 0.239 Eh
Charge ... -1

Structure (XYZ):
```
70
Properties=species:S:1:pos:R:3:nbo_charge:R:1
K 2.26277 -2.59276 -1.22334 0.962
Be 0.95095 1.28756 -3.55192 1.652
Be 3.47406 0.99546 -1.85537 1.782
S 2.26803 -1.20474 -4.27518 2.590
O 1.27549 -0.52564 -5.11532 -1.052
O 1.84217 -2.56432 -3.89870 -1.077
O 3.49674 -1.19089 -5.04655 -1.015
O 2.51278 -0.30312 -3.09037 -1.256
S 0.78968 0.70202 -0.84595 2.617
O 1.42257 1.89701 -1.50288 -1.119
O 1.91824 -0.16261 -0.50344 -1.111
O -0.10845 1.03598 0.26249 -1.052
O -0.01883 0.12534 -1.95037 -1.105
S 3.58705 2.56064 -4.30935 2.576
O 3.22028 1.84932 -2.98057 -1.339
O 2.25681 2.54448 -5.04776 -1.057
O 3.90856 3.94970 -4.01883 -0.990
O 4.62725 1.87173 -5.03133 -0.950
C 2.77242 0.51758 2.49307 -0.741
C 3.97046 0.60618 1.67287 0.336
N 4.87299 0.68798 0.97228 -0.387
H 2.70218 1.42478 3.09634 0.253
H 2.79906 -0.36795 3.12493 0.270
H 1.82970 0.48262 1.95310 0.273
C 1.37996 3.79277 1.21967 -0.714
C 1.83573 4.62012 0.10997 0.272
N 2.20040 5.29771 -0.71422 -0.299
H 0.35776 3.52325 0.94570 0.266
H 1.37624 4.39150 2.12900 0.243
H 1.98739 2.89625 1.30805 0.230
N -2.64708 2.01796 -0.07480 -0.524
C -3.33367 1.90638 -1.25505 -0.090
C -4.54981 2.51840 -1.09339 -0.303
C -4.62997 2.94393 0.26418 -0.323
C -3.44402 2.60264 0.85518 -0.076
H -1.72129 1.63744 0.12139 0.442
H -2.80154 1.44021 -2.06870 0.213
H -5.35017 2.71258 -1.78772 0.215
H -5.50809 3.31549 0.76550 0.212
H -3.13617 2.68918 1.88541 0.207
N -0.18772 -3.21704 2.11853 -0.485
C 0.76027 -2.35844 1.61736 -0.117
C 1.96751 -2.95056 1.96785 -0.341
C 1.72738 -4.14305 2.68007 -0.318
C 0.37324 -4.32380 2.66856 -0.054
H -1.16095 -2.97624 2.02889 0.428
H 0.49903 -1.40493 1.19590 0.234
H 2.96030 -2.54882 1.81169 0.207
H 2.55560 -4.69859 3.08532 0.228
H -0.29881 -5.06731 3.06206 0.217
N -1.78192 -2.14388 -1.82835 -0.523
C -3.15345 -2.24594 -1.77617 -0.092
C -3.49127 -3.50654 -2.18534 -0.313
C -2.30917 -4.13827 -2.66917 -0.322
C -1.28609 -3.26701 -2.39546 -0.051
H -1.28081 -1.31195 -1.55471 0.438
H -3.64435 -1.36272 -1.39610 0.213
H -4.48547 -3.92256 -2.22469 0.211
H -2.26852 -5.14040 -3.05799 0.217
H -0.23391 -3.47933 -2.52089 0.207
N -0.92303 0.58929 2.90194 -0.525
C -0.65682 0.79119 4.23239 -0.099
C -1.71572 0.22255 4.90987 -0.303
C -2.64387 -0.29971 3.98207 -0.302
C -2.01190 -0.21050 2.76094 -0.084
H -0.37125 0.86240 2.09694 0.442
H 0.15849 1.37578 4.61923 0.207
H -1.83658 0.22351 5.98254 0.213
H -3.59786 -0.75777 4.17810 0.221
H -2.31095 -0.52154 1.77061 0.216
```

***

# 3
A structure of composition C9H14O4OsS4. Source: OMol25; level of theory: the ωB97M-V functional and the def2-TZVPD basis.

Highest occupied orbital energy (alpha / beta) ... -15.0 / -15.0 eV
M ... 504.7 g/mol
Lowest unoccupied orbital energy (alpha / beta) ... -0.3521 / -0.3517 hartree
Energy relative to the best compared isomer or geometry (same formula, charge and spin) ... 0.0 kcal/mol
Kohn-Sham gap (alpha / beta) ... 0.197 / 0.199 Eh
Charge ... +2

Structure (XYZ):
```
32
Properties=species:S:1:pos:R:3:nbo_charge:R:1
Os 0.46194 -0.00286 0.07215 0.712
C -0.41983 3.10971 -0.35745 -0.243
O -0.66559 1.68873 -0.57859 -0.587
C -1.50468 1.41763 -1.73972 -0.109
C -0.85873 0.31799 -2.54431 -0.107
O -0.47333 -0.78129 -1.68013 -0.523
C -1.44003 -1.83206 -1.43484 -0.099
C -2.22683 -1.47818 -0.19720 -0.106
O -1.25049 -1.00590 0.75626 -0.525
C -1.81438 -0.60100 2.03442 -0.256
H -1.37895 3.62134 -0.33633 0.222
H 0.07133 3.20859 0.60503 0.218
H 0.21861 3.48496 -1.15490 0.214
H -2.49906 1.15939 -1.37530 0.210
H -1.57875 2.31896 -2.34773 0.243
H -1.52005 -0.05128 -3.32733 0.240
H 0.07247 0.66187 -2.99338 0.234
H -2.06689 -1.96956 -2.31376 0.241
H -0.85299 -2.73508 -1.27395 0.231
H -2.97119 -0.69547 -0.36031 0.200
H -2.72432 -2.35441 0.21953 0.242
H -2.46071 -1.40253 2.38591 0.226
H -0.98071 -0.45899 2.71451 0.227
H -2.37814 0.32243 1.90493 0.204
O 6.54136 -1.28922 2.74096 -0.406
C 5.46294 -1.09332 2.32636 0.255
S 4.69508 0.57497 2.30180 0.545
C 3.26984 0.08635 1.55507 -0.318
C 3.12654 -1.28940 1.21603 -0.501
S 1.72833 -1.78469 0.41335 0.505
S 4.40786 -2.35969 1.57982 0.466
S 2.00932 1.21201 1.18912 0.147
```

***

# 4
A structure of composition C14H22Cl3O12P3Ru. Source: OMol25; level of theory: the ωB97M-V functional and the def2-TZVPD basis.

Highest occupied orbital energy (alpha / beta) ... -6.0 / -6.1 eV
M ... 682.7 g/mol
Spin multiplicity ... 6
Lowest unoccupied orbital energy (alpha / beta) ... 0.0871 / 0.0279 hartree
Energy relative to the best compared isomer or geometry (same formula, charge and spin) ... 0.0 kcal/mol
Kohn-Sham gap (alpha / beta) ... 0.309 / 0.251 Eh
Charge ... -1

Structure (XYZ):
```
55
Properties=species:S:1:pos:R:3:lowdin_charge:R:1
Ru -0.87117 2.04318 0.54792 1.668
Cl -4.99697 0.26586 -5.48985 0.630
C -3.80012 0.71629 -4.30142 -0.680
C -4.17205 0.86435 -2.98017 -0.139
C -3.20924 1.22085 -2.05630 -0.567
Cl -3.66065 1.42427 -0.39798 0.783
C -1.86216 1.43972 -2.38181 -0.484
O -0.93698 1.73045 -1.50944 -0.276
C -1.54576 1.27211 -3.74499 -0.595
Cl 0.10412 1.48749 -4.22462 0.707
C -2.48814 0.91965 -4.69285 -0.144
H -5.19561 0.70579 -2.66924 0.105
H -2.19481 0.79814 -5.72616 0.102
O -4.09617 2.84590 2.20552 -0.182
P -2.63879 3.46198 2.51856 0.176
O -2.70314 4.50810 3.53721 -0.258
O -2.02420 3.71669 1.13262 -0.438
O -1.86699 2.08993 2.98114 -0.342
P -0.27817 2.07455 3.51606 0.204
O -0.09918 0.50242 3.69902 -0.131
O -0.07620 2.77780 4.77664 -0.254
O 0.42875 2.51643 2.22170 -0.406
H -4.66334 2.99133 2.97246 0.077
H -0.20206 0.03322 2.84958 0.027
C 0.32174 -3.20648 0.04837 -0.030
C 0.23192 -2.30927 -1.17928 -0.610
C -1.21257 -1.99204 -1.53291 -0.017
C 0.94616 -2.94409 -2.36133 -0.029
O 0.95049 -1.05871 -0.97256 -0.142
P 0.90491 -0.12018 0.30123 0.256
O -0.50089 -0.12034 0.93202 -0.384
O 1.32224 1.26418 -0.07734 -0.309
O 1.83914 -0.82001 1.37160 -0.157
C 3.24907 -0.51493 1.61686 -0.607
C 4.01078 -0.44747 0.30000 -0.032
C 3.33538 0.78964 2.39139 -0.024
C 3.72983 -1.68466 2.45932 -0.031
H -0.15530 -4.16330 -0.17216 0.089
H -0.18553 -2.75709 0.90243 0.083
H 1.36407 -3.38696 0.31706 0.083
H -1.75069 -2.91791 -1.75018 0.093
H -1.24942 -1.35227 -2.41526 0.084
H -1.70696 -1.48260 -0.70611 0.076
H 0.45725 -3.88086 -2.63644 0.087
H 1.98758 -3.15062 -2.10766 0.085
H 0.92275 -2.26727 -3.21684 0.088
H 3.67090 0.39490 -0.30362 0.081
H 3.87302 -1.36919 -0.26969 0.085
H 5.07476 -0.32120 0.50734 0.088
H 2.90147 1.60819 1.81885 0.073
H 4.38181 1.01487 2.61089 0.090
H 2.78764 0.70526 3.33116 0.089
H 3.66569 -2.61677 1.89416 0.081
H 3.11445 -1.77326 3.35551 0.091
H 4.76735 -1.52607 2.75960 0.087
```

***

# 5
A cluster of 2 separate species, CH5OPS in total. Source: OMol25; level of theory: the ωB97M-V functional and the def2-TZVPD basis.

Highest occupied orbital energy (alpha / beta) ... -7.7 / -7.7 eV
M ... 96.1 g/mol
Lowest unoccupied orbital energy (alpha / beta) ... -0.1060 / -0.1063 hartree
Energy relative to the best compared isomer or geometry (same formula, charge and spin) ... 111.4 kcal/mol
Kohn-Sham gap (alpha / beta) ... 0.175 / 0.175 Eh

Structure (XYZ):
```
9
Properties=species:S:1:pos:R:3:nbo_charge:R:1
C 0.41349 0.67270 0.04806 -0.255
O -0.95253 0.32034 0.07452 -0.762
P -1.61450 -0.69343 -1.00980 0.957
S 0.06203 -3.42816 0.64111 -0.574
H 0.82445 0.75986 0.98430 0.210
H 0.64071 1.65994 -0.58237 0.191
H 1.02633 0.03098 -0.63852 0.199
H -3.00429 -0.21047 -0.82271 -0.078
H 1.39625 -3.68414 0.51667 0.112
```

***

# 6
A structure of composition C4H20N8O6Zn. Source: OMol25; level of theory: the ωB97M-V functional and the def2-TZVPD basis.

Highest occupied orbital energy (alpha / beta) ... -18.5 / -18.5 eV
M ... 341.6 g/mol
Spin multiplicity ... 2
Lowest unoccupied orbital energy (alpha / beta) ... -0.3261 / -0.5753 hartree
Kohn-Sham gap (alpha / beta) ... 0.352 / 0.103 Eh
Charge ... +3

Structure (XYZ):
```
39
Properties=species:S:1:pos:R:3:nbo_charge:R:1
Zn -2.79592 3.03860 19.12771 1.764
O -3.66785 4.74908 20.04005 -0.997
H -3.86850 5.14854 20.88645 0.514
H -4.27374 5.16673 19.42792 0.516
O -1.15011 4.11981 19.12488 -0.999
H -0.95751 4.73792 19.82994 0.516
H -0.37195 4.14106 18.56787 0.525
C -2.89109 4.09790 16.15825 0.804
O -3.19922 3.67820 17.30132 -0.854
N -3.20026 3.61059 14.97258 -0.787
N -2.33263 5.27333 15.97023 -0.786
H -2.81914 3.86737 14.07317 0.440
H -3.57397 2.68684 15.13723 0.402
H -2.35932 5.68544 15.04852 0.420
H -2.23856 5.85480 16.79068 0.407
C -1.43359 0.24146 18.44019 0.785
O -1.81764 1.36927 18.62685 -0.805
N -0.66747 -0.01510 17.39954 -0.777
N -1.61242 -0.73716 19.28344 -0.789
H -0.26484 -0.93437 17.28585 0.414
H -0.56504 0.67338 16.66769 0.431
H -2.26430 -0.68873 20.05340 0.420
H -1.25718 -1.59771 18.89184 0.420
C -5.58745 1.81975 18.99820 0.798
O -4.43613 2.04811 19.29776 -0.842
N -6.60053 2.20568 19.72519 -0.791
N -5.93640 1.01717 18.03953 -0.776
H -6.43947 2.92010 20.42073 0.412
H -7.48896 1.73995 19.60738 0.422
H -6.92227 0.99811 17.82094 0.415
H -5.25335 0.70863 17.36250 0.417
C -1.92163 1.94516 22.01627 0.699
O -2.29315 2.62386 21.08329 -0.652
N -2.59638 1.86244 23.15115 -0.397
N -0.83239 1.20437 22.07166 -0.498
H -2.15900 1.39094 23.92993 0.437
H -3.41132 2.44885 23.26115 0.461
H -0.31433 1.21401 21.20470 0.461
H -0.55089 0.69998 22.90019 0.449
```

***

Question: What is the formula in the third record?
Answer: C9H14O4OsS4

***

Question: Among the records above, which one has the highest M?
Answer: C20H26Be2KN6O12S3

***

Question: Which value of M does entry 5 give?
Answer: 96.1 g/mol

***

Question: Look up the M of the sixth one.
Answer: 341.6 g/mol